Record 1
Computed, not measured: an isolated molecule of C7H8, with wB97M-V/def2-TZVPD.

Values from the calculation:
M: 92.1 g/mol
LUMO energy: 1.00 eV
Net charge: 0
Energy relative to the best compared isomer or geometry (same formula, charge and spin): 93.1 kcal per mole

Last column: natural (NBO) charge in e.
Element x y z (Å)
C -0.29472 -1.37089 -0.13826  -0.59
C -0.22698 0.00009 0.58400  -0.28
C 0.45348 1.15506 -0.18859  -0.47
C 1.87692 0.89592 -0.42702  -0.01
C 3.04415 0.65330 -0.59994  -0.24
C -1.66714 0.23615 0.79003  0.01
C -2.85241 0.02576 0.72428  -0.25
H -0.90731 -1.23770 -1.03527  0.21
H 0.64042 -1.85669 -0.42172  0.22
H -0.84172 -2.04263 0.52924  0.22
H 0.29100 -0.08862 1.54808  0.23
H -0.06252 1.32432 -1.14111  0.24
H 0.35234 2.08950 0.38082  0.24
H 4.07793 0.43789 -0.75946  0.24
H -3.87786 -0.24822 0.62448  0.24



Record 2
Computed, not measured: a structure of composition C7H8 at a distorted geometry, with wB97M-V/def2-TZVPD.

Values from the calculation:
M: 92.1 g/mol
LUMO energy: 0.87 eV
Net charge: 0
Energy relative to the best compared isomer or geometry (same formula, charge and spin): 147.3 kcal per mole

Last column: natural (NBO) charge in e.
Element x y z (Å)
C -1.05152 1.56403 0.93892  -0.52
C -1.47804 2.02322 -0.18699  0.16
C -0.27393 0.44867 0.09979  -0.04
C 1.10890 0.43649 -0.62503  -0.38
C 0.70889 -1.04856 -0.44182  -0.21
C 0.26345 -0.68298 0.98533  -0.36
C -0.71354 -0.66276 -0.90674  -0.36
H -1.01091 1.61095 2.03891  0.28
H 1.96277 0.79058 -0.03742  0.20
H 1.15227 0.80831 -1.65717  0.21
H 1.28343 -1.93100 -0.73064  0.21
H -0.50179 -1.30165 1.45931  0.20
H 1.03913 -0.37809 1.69475  0.20
H -0.82949 -0.37803 -1.96047  0.21
H -1.53906 -1.30279 -0.57862  0.20



Record 3
Computed, not measured: an isolated molecule of C7H8 at a distorted geometry, with wB97M-V/def2-TZVPD.

Values from the calculation:
M: 92.1 g/mol
LUMO energy: -0.28 eV
Net charge: 0
Energy relative to the best compared isomer or geometry (same formula, charge and spin): 156.5 kcal per mole

Last column: natural (NBO) charge in e.
Element x y z (Å)
C 2.02853 -0.27004 -0.11138  -0.42
C 3.29672 -0.11304 0.06031  0.24
C 0.79338 0.48983 0.13239  -0.03
C -0.05596 -0.55941 0.10773  0.11
C 1.35818 -1.69156 -0.29075  -0.37
C 0.78633 1.93386 0.34389  -0.65
C -1.47800 -0.72211 -0.14242  -0.67
H 1.08180 -2.02561 -1.28946  0.21
H 1.39818 -2.52782 0.37975  0.22
H 0.45016 2.13761 1.30077  0.23
H 0.19347 2.38742 -0.37266  0.22
H 1.78420 2.30174 0.26186  0.23
H -1.98444 0.18249 0.11363  0.23
H -1.94005 -1.55261 0.30718  0.23
H -1.52016 -1.03766 -1.25734  0.23



Record 4
Computed, not measured: an isolated molecule of C7H8BN at a distorted geometry, with wB97M-V/def2-TZVPD.

Values from the calculation:
M: 117.0 g/mol
LUMO energy (spin up / spin down): -0.89 / -1.97 eV
Net charge: 0
Energy relative to the best compared isomer or geometry (same formula, charge and spin): 24.9 kcal per mole

Last column: natural (NBO) charge in e.
Element x y z (Å)
B 0.00474 -0.60528 -0.56863  0.50
C -0.39873 0.76328 -0.07953  -0.40
C 1.35006 -0.58614 -1.12112  -0.26
C -1.64567 1.06106 0.29010  -0.19
C -2.59535 0.03370 0.36496  -0.23
C 2.47608 -0.22585 -0.28377  -0.27
C -2.23466 -1.25323 0.03914  0.01
C 2.43008 0.12356 0.99864  -0.29
N -0.98389 -1.54407 -0.31561  -0.50
H 0.20830 1.57583 -0.35891  0.20
H 1.57730 -0.72726 -2.21064  0.21
H -1.96495 1.99664 0.36931  0.20
H -3.66600 0.34881 0.60328  0.21
H 3.38397 0.13686 -0.78563  0.21
H -2.79962 -2.09641 0.06314  0.20
H 3.29104 0.70178 1.36361  0.19
H 1.56730 0.29671 1.63165  0.21